#one
DFT (wB97M-V/def2-TZVPD) results for an isolated molecule of C2H2N4O.

Last column: Mulliken charge in e.
CARTESIAN COORDINATES (ANGSTROEM)
H1 2.32 0.51 -0.44  0.32
N1 2.08 -0.42 -0.03  -0.55
C1 0.86 -0.34 0.05  0.49
N2 0.24 0.85 -0.07  -0.41
C2 -0.99 0.93 0.10  0.11
N3 -1.77 -0.35 -0.13  -0.26
N4 -1.19 -1.42 -0.12  0.09
O1 0.08 -1.63 0.17  -0.10
H2 -1.62 1.87 0.47  0.31

Values from the calculation:
SMILES string ... [H]/N=c1\ncnno1
E_HOMO ... -9.9 eV
HOMO-LUMO gap ... 9.00 eV
2S+1 ... 1

=====

#two
DFT (wB97M-V/def2-TZVPD) results for an isolated molecule of C2H2N4O.

Last column: Mulliken charge in e.
CARTESIAN COORDINATES (ANGSTROEM)
C1 0.60 -0.67 -0.06  0.54
C2 -0.84 1.08 0.53  0.17
H1 1.54 -2.05 1.03  0.30
H2 -1.14 1.69 1.37  0.38
N1 1.12 -1.87 0.02  -0.57
N2 0.20 0.22 0.88  -0.53
N3 -0.37 0.53 -1.86  -0.03
N4 0.27 -0.33 -1.32  0.19
O1 -1.38 1.40 -0.57  -0.46

Values from the calculation:
E_HOMO ... -9.7 eV
HOMO-LUMO gap ... 8.31 eV
2S+1 ... 1

=====

#two (64.0 kJ/mol below the next structure)

=====

#one
DFT (wB97M-V/def2-TZVPD) results for an isolated molecule of C2H2N4O.

Last column: Mulliken charge in e.
CARTESIAN COORDINATES (ANGSTROEM)
H1 -2.59 0.44 -0.01  0.28
N1 -2.22 -0.44 0.18  -0.58
C1 -0.93 -0.24 -0.02  0.58
N2 -0.14 0.92 -0.10  -0.43
C2 1.09 0.86 0.00  0.07
N3 1.88 -0.39 0.22  -0.36
N4 1.20 -1.43 -0.03  0.16
O1 -0.10 -1.37 -0.13  -0.13
H2 1.81 1.64 -0.11  0.41

Values from the calculation:
SMILES string ... [H]/N=c1\ncnno1
E_HOMO ... -10.2 eV
HOMO-LUMO gap ... 9.37 eV
2S+1 ... 1

=====

#two
DFT (wB97M-V/def2-TZVPD) results for an isolated molecule of C2H2N4O.

Last column: Mulliken charge in e.
CARTESIAN COORDINATES (ANGSTROEM)
O1 2.14 -0.02 -0.21  -0.38
C1 0.86 0.04 0.09  0.58
N1 0.37 1.22 0.30  -0.39
C2 -1.02 1.13 -0.14  -0.04
N2 -1.73 -0.01 -0.11  -0.19
N3 -1.12 -1.16 0.03  -0.30
N4 0.05 -1.20 0.11  -0.06
H1 2.41 -0.81 -0.04  0.33
H2 -1.52 2.02 -0.30  0.45

Values from the calculation:
SMILES string ... Oc1ncnnn1
E_HOMO ... -9.6 eV
HOMO-LUMO gap ... 9.36 eV
2S+1 ... 1

=====

#two (44.4 kJ/mol below the next structure)

=====

#one
DFT (wB97M-V/def2-TZVPD) results for an isolated molecule of C3H7N5O.

Last column: Mulliken charge in e.
CARTESIAN COORDINATES (ANGSTROEM)
H1 -0.01 -1.14 -1.82  0.28
N1 -0.17 -1.76 -0.97  -0.77
C1 -0.14 -1.08 0.08  0.35
N2 -0.52 -1.46 1.33  -0.34
N3 0.39 0.26 0.17  0.34
C2 -0.42 1.48 0.15  0.06
N4 -1.32 1.88 -0.69  -0.46
O1 -1.43 1.05 -1.78  -0.32
N5 1.62 0.46 0.75  -0.68
C3 2.27 -0.62 0.97  -0.37
H2 -0.77 -2.41 1.59  0.22
H3 -0.54 -0.63 1.92  0.26
H4 -0.24 2.12 1.04  0.40
H5 -2.34 1.26 -2.06  0.36
H6 3.21 -0.34 1.47  0.29
H7 1.95 -1.62 0.81  0.37

Values from the calculation:
SMILES string ... [H]/N=C(/N)N(/C=N\O)N=C
E_HOMO ... -8.8 eV
HOMO-LUMO gap ... 9.63 eV
2S+1 ... 1

=====

#two
DFT (wB97M-V/def2-TZVPD) results for an isolated molecule of C3H7N5O.

Last column: Mulliken charge in e.
CARTESIAN COORDINATES (ANGSTROEM)
C1 1.30 1.62 -1.29  -0.99
C2 0.41 0.97 -0.29  0.64
N1 0.13 1.53 0.86  -0.59
C3 -0.62 0.57 1.53  0.31
O1 -1.32 0.68 2.48  -0.55
N2 -0.51 -0.64 0.84  0.18
N3 -1.59 -1.52 0.83  -0.60
N4 -0.07 -0.29 -0.43  0.28
N5 0.65 -1.37 -1.02  -0.70
H1 2.29 1.63 -0.88  0.26
H2 1.27 1.05 -2.20  0.33
H3 0.95 2.63 -1.45  0.32
H4 -1.56 -2.05 1.70  0.26
H5 -2.44 -0.98 0.81  0.24
H6 1.22 -1.77 -0.27  0.28
H7 -0.08 -2.08 -1.22  0.33

Values from the calculation:
SMILES string ... Cc1nc(=O)n(N)n1N
E_HOMO ... -9.4 eV
HOMO-LUMO gap ... 10.00 eV
2S+1 ... 1

=====

#two (200.4 kJ/mol below the next structure)

=====

#one
DFT (wB97M-V/def2-TZVPD) results for an isolated molecule of C5H10N2O.

Last column: Mulliken charge in e.
CARTESIAN COORDINATES (ANGSTROEM)
C1 -0.12 -1.46 0.90  -0.93
N1 -0.38 -0.14 0.36  -0.02
C2 -1.73 0.35 0.59  -1.00
C3 0.86 1.05 -0.17  0.14
N2 2.10 0.63 0.24  -0.44
C4 0.46 0.74 -1.58  -0.71
C5 -0.19 -0.44 -1.60  0.56
O1 -0.56 -1.38 -2.24  -0.53
H1 -0.61 -2.22 0.28  0.30
H2 0.94 -1.68 0.93  0.26
H3 -0.53 -1.53 1.91  0.32
H4 -1.98 0.27 1.65  0.34
H5 -1.81 1.40 0.30  0.32
H6 -2.47 -0.21 0.01  0.32
H7 0.60 2.03 0.23  0.38
H8 2.42 -0.26 -0.13  0.21
H9 2.75 1.32 0.59  0.22
H10 0.25 1.54 -2.28  0.23

Values from the calculation:
SMILES string ... CN(C)[C@@H](N)C=C=O
E_HOMO ... -7.6 eV
HOMO-LUMO gap ... 8.48 eV
2S+1 ... 1

=====

#two
DFT (wB97M-V/def2-TZVPD) results for C5H10N2O as an isolated structure.

Last column: Mulliken charge in e.
CARTESIAN COORDINATES (ANGSTROEM)
C1 0.93 -0.08 0.81  -0.05
C2 -0.31 -1.41 -1.09  -1.18
C3 -1.23 0.16 -0.23  0.43
C4 0.08 0.83 0.09  0.44
N1 -1.78 -0.53 0.96  -0.56
N2 2.24 0.03 0.89  -0.32
C5 0.45 2.01 -0.42  -1.22
O1 -1.98 0.66 -1.09  -0.77
H1 0.44 -0.87 1.36  0.56
H2 -2.51 -1.16 0.62  0.30
H3 -2.27 0.19 1.50  0.26
H4 2.74 0.72 0.36  0.20
H5 2.78 -0.62 1.44  0.25
H6 -1.26 -1.89 -1.32  0.42
H7 0.12 -0.93 -1.96  0.29
H8 0.37 -2.12 -0.62  0.38
H9 -0.27 2.57 -1.00  0.33
H10 1.44 2.44 -0.29  0.27

Values from the calculation:
E_HOMO (alpha / beta) ... -7.1 / -7.1 eV
HOMO-LUMO gap (alpha / beta) ... 6.41 / 6.43 eV
2S+1 ... 1

=====

#one (59.3 kJ/mol below the next structure)

=====

#one
DFT (wB97M-V/def2-TZVPD) results for a 2-piece molecular cluster, C3H8O3S overall.

Last column: Mulliken charge in e.
CARTESIAN COORDINATES (ANGSTROEM)
C1 -1.06 -0.42 -1.02  -0.98
C2 -1.44 -0.37 1.41  -0.77
C3 -0.87 0.18 0.36  0.64
O1 2.55 -1.39 -0.19  -0.53
O2 2.60 0.98 -1.12  -0.45
O3 0.15 1.23 0.40  -0.50
S1 2.75 0.01 0.14  0.50
H1 -0.12 -0.72 -1.44  0.26
H2 -1.54 0.26 -1.83  0.25
H3 -1.71 -1.24 -0.85  0.32
H4 -0.99 -0.16 2.44  0.21
H5 -2.07 -1.16 1.09  0.27
H6 1.89 1.59 -0.97  0.37
H7 0.38 1.51 1.33  0.28
H8 4.08 0.17 0.01  0.12

Values from the calculation:
E_HOMO ... -9.3 eV
HOMO-LUMO gap ... 9.81 eV
2S+1 ... 1

=====

#two
DFT (wB97M-V/def2-TZVPD) results for a 2-piece molecular cluster, C3H8O3S overall.

Last column: Mulliken charge in e.
CARTESIAN COORDINATES (ANGSTROEM)
O1 0.30 1.13 -1.10  -0.50
C1 1.38 0.66 -1.06  0.54
O2 2.47 1.23 -1.69  -0.46
C2 1.89 -0.65 -0.47  -0.42
C3 1.29 -1.16 0.82  -0.58
S1 -0.55 -1.14 0.95  -0.25
H1 2.42 2.18 -1.85  0.33
H2 1.66 -1.35 -1.29  0.24
H3 2.96 -0.54 -0.40  0.31
H4 1.59 -0.61 1.71  0.32
H5 1.64 -2.17 0.99  0.32
H6 -0.98 0.02 0.44  0.15
O3 -5.04 1.07 1.05  -0.62
H7 -5.66 0.98 0.33  0.31
H8 -5.36 0.34 1.58  0.31

Values from the calculation:
SMILES string ... O=C(O)CCS.O
E_HOMO ... -8.9 eV
HOMO-LUMO gap ... 9.58 eV
2S+1 ... 1

=====

#two (218.9 kJ/mol below the next structure)

=====

#one
DFT (wB97M-V/def2-TZVPD) results for a 4-piece molecular cluster, C4H15NO3 overall.

Last column: Mulliken charge in e.
CARTESIAN COORDINATES (ANGSTROEM)
C1 -0.14 -0.93 3.31  -0.69
C2 -0.84 -0.63 2.18  -0.22
C3 -0.42 -0.85 0.79  -0.51
C4 0.40 0.35 0.26  -0.55
N1 1.64 0.07 -0.63  -0.64
H1 0.90 -1.32 3.32  0.22
H2 -0.43 -0.68 4.25  0.35
H3 -1.79 0.09 2.22  0.21
H4 0.15 -1.79 0.65  0.35
H5 -1.25 -1.13 0.06  0.31
H6 0.68 0.84 1.23  0.37
H7 -0.13 1.15 -0.41  0.31
H8 2.08 -0.71 -0.27  0.28
H9 0.95 -0.40 -1.45  0.23
O1 -0.75 3.38 5.73  -0.62
H10 -1.36 3.98 6.17  0.32
H11 -0.04 3.68 5.27  0.30
O2 1.05 -1.48 -5.73  -0.60
H12 1.90 -1.75 -5.67  0.28
H13 0.47 -2.18 -5.97  0.31
O3 -1.27 0.36 -5.20  -0.62
H14 -0.52 0.11 -5.71  0.33
H15 -1.28 -0.14 -4.41  0.30

Values from the calculation:
SMILES string ... C=CCCN.O.O.O
E_HOMO ... -9.4 eV
HOMO-LUMO gap ... 9.93 eV
2S+1 ... 1

=====

#two
DFT (wB97M-V/def2-TZVPD) results for a 3-piece molecular cluster, C4H15NO3 overall.

Last column: Mulliken charge in e.
CARTESIAN COORDINATES (ANGSTROEM)
C1 1.42 -1.39 -1.14  -1.20
C2 0.37 -0.35 -0.91  0.50
O1 0.93 0.96 -1.34  -0.63
C3 0.11 -0.07 0.61  -0.96
C4 -0.99 0.84 1.04  -0.51
N1 -2.28 0.33 1.39  -0.48
H1 2.42 -0.85 -1.40  0.22
H2 1.20 -2.03 -2.03  0.30
H3 1.70 -1.90 -0.15  0.35
H4 -0.62 -0.53 -1.54  0.39
H5 0.68 1.12 -2.25  0.27
H6 -0.22 -1.11 0.97  0.37
H7 0.98 0.33 0.95  0.37
H8 -0.64 1.47 1.92  0.30
H9 -1.10 1.53 0.04  0.18
H10 -2.89 0.06 0.70  0.25
H11 -2.70 1.02 2.02  0.21
O2 3.03 2.06 -2.33  -0.68
H12 3.57 2.53 -1.71  0.30
H13 2.40 1.57 -1.75  0.47
O3 -2.57 -2.51 2.58  -0.64
H14 -2.85 -1.69 2.17  0.31
H15 -2.55 -2.18 3.46  0.30

Values from the calculation:
SMILES string ... C[C@H](O)CCN.O.O
E_HOMO ... -9.4 eV
HOMO-LUMO gap ... 10.07 eV
2S+1 ... 1

=====

#two (129.5 kJ/mol below the next structure)

=====

#one
DFT (wB97M-V/def2-TZVPD) results for C5H8N2O as an isolated structure.

Last column: Mulliken charge in e.
CARTESIAN COORDINATES (ANGSTROEM)
C1 -0.08 -0.09 -0.69  0.35
C2 -0.16 -1.52 -0.90  -0.47
C3 0.12 -1.90 0.65  -0.74
C4 -0.48 -0.34 0.69  0.04
C5 -0.46 1.50 -0.89  -0.33
H1 1.69 0.99 -0.37  0.43
H2 0.60 -2.17 -1.59  0.28
H3 -1.30 -1.84 -1.01  0.26
H4 1.10 -1.96 0.80  0.35
H5 -0.26 -2.81 1.29  0.24
H6 -1.73 -0.42 0.94  0.17
H7 -0.69 1.41 2.14  0.32
H8 -0.60 1.89 -1.84  0.36
N1 -0.22 1.01 1.35  -0.14
N2 -0.34 1.94 0.34  -0.53
O1 1.43 -0.20 -0.66  -0.60

Values from the calculation:
E_HOMO ... -9.0 eV
HOMO-LUMO gap ... 9.79 eV
2S+1 ... 1

=====

#two
DFT (wB97M-V/def2-TZVPD) results for an isolated molecule of C5H8N2O.

Last column: Mulliken charge in e.
CARTESIAN COORDINATES (ANGSTROEM)
C1 -1.72 -0.53 -0.35  -0.29
C2 -0.83 -1.43 -0.16  -0.46
O1 0.24 -1.18 0.73  -0.37
C3 1.42 -0.98 -0.01  -0.02
N1 1.82 0.13 -0.46  -0.47
N2 1.05 1.28 -0.34  -0.28
C4 -0.29 1.42 0.51  -0.52
C5 -1.56 0.88 -0.04  -0.27
H1 -2.60 -0.84 -0.95  0.28
H2 -0.89 -2.42 -0.43  0.50
H3 1.99 -1.93 0.04  0.42
H4 1.89 2.04 -0.15  0.28
H5 0.19 1.20 1.48  0.36
H6 -0.44 2.61 0.38  0.22
H7 -2.43 1.36 0.57  0.29
H8 -1.76 1.40 -0.96  0.33

Values from the calculation:
SMILES string ... C1=C\O/C=N\NCC/1
E_HOMO ... -8.4 eV
HOMO-LUMO gap ... 9.30 eV
2S+1 ... 1

=====

#three
DFT (wB97M-V/def2-TZVPD) results for an isolated molecule of C5H8N2O.

Last column: Mulliken charge in e.
CARTESIAN COORDINATES (ANGSTROEM)
C1 1.04 -1.66 1.37  -0.34
N1 0.83 -1.13 0.28  -0.24
N2 -0.42 -1.15 -0.19  -0.27
C2 -1.47 -0.19 0.38  -0.66
C3 -0.87 -0.04 -0.99  0.12
C4 -0.01 1.21 -1.46  0.58
C5 0.97 1.39 -0.36  -1.07
O1 -0.34 1.76 -2.44  -0.51
H1 -0.03 -2.01 1.73  0.27
H2 2.06 -2.01 1.90  0.26
H3 -2.54 -0.67 0.45  0.21
H4 -1.18 0.30 1.24  0.34
H5 -1.76 -0.27 -1.71  0.31
H6 1.67 2.19 -0.73  0.39
H7 1.57 0.43 -0.12  0.40
H8 0.48 1.86 0.64  0.22

Values from the calculation:
SMILES string ... C=NN1C[C@H]1C(C)=O
E_HOMO ... -9.1 eV
HOMO-LUMO gap ... 9.94 eV
2S+1 ... 1

=====

#four
DFT (wB97M-V/def2-TZVPD) results for a 2-piece molecular cluster, C5H8N2O overall.

Last column: Mulliken charge in e.
CARTESIAN COORDINATES (ANGSTROEM)
C1 -3.45 -0.77 0.20  0.13
C2 -0.36 -1.26 -0.20  0.46
C3 -2.62 -0.12 -0.73  -0.49
C4 2.04 -0.82 0.40  -0.82
C5 0.42 1.08 0.19  -0.77
N1 -3.25 0.43 0.57  -0.40
N2 0.65 -0.37 -0.06  -0.06
O1 -0.39 -2.45 -0.21  -0.50
H1 -3.73 -1.75 0.42  0.34
H2 -2.80 0.29 -1.67  0.36
H3 2.06 -0.68 1.50  0.31
H4 2.26 -1.80 0.07  0.33
H5 2.62 0.04 0.03  0.25
H6 0.52 1.22 1.33  0.26
H7 1.27 1.64 -0.42  0.27
H8 -0.53 1.40 -0.35  0.34

Values from the calculation:
E_HOMO (alpha / beta) ... -7.8 / -7.6 eV
HOMO-LUMO gap (alpha / beta) ... 8.41 / 8.33 eV
2S+1 ... 1

=====

#two (104.6 kJ/mol below the next structure)

=====

#one
DFT (wB97M-V/def2-TZVPD) results for an isolated molecule of C5H8N2O.

Last column: Mulliken charge in e.
CARTESIAN COORDINATES (ANGSTROEM)
C1 -1.38 -1.44 -0.52  -1.07
C2 -1.04 -0.18 0.26  -0.49
C3 0.09 0.61 -0.07  0.54
C4 0.18 1.99 -0.61  -1.14
N1 1.13 -0.02 0.49  0.35
O1 2.46 0.26 0.18  -0.46
C5 0.56 -1.08 1.33  0.26
N2 0.77 -1.99 2.04  -0.59
H1 -2.07 -1.21 -1.34  0.34
H2 -1.85 -2.16 0.14  0.31
H3 -0.49 -1.91 -0.95  0.32
H4 -1.93 0.37 0.58  0.30
H5 -0.46 2.66 -0.03  0.30
H6 1.20 2.39 -0.61  0.37
H7 -0.18 2.01 -1.64  0.29
H8 3.01 -0.29 0.75  0.38

Values from the calculation:
SMILES string ... C/C=C(/C)N(O)C#N
E_HOMO ... -7.7 eV
HOMO-LUMO gap ... 7.85 eV
2S+1 ... 1

=====

#two
DFT (wB97M-V/def2-TZVPD) results for an isolated molecule of C5H8N2O.

Last column: Mulliken charge in e.
CARTESIAN COORDINATES (ANGSTROEM)
C1 -0.61 -1.49 0.42  -0.20
C2 -0.02 0.81 0.48  -0.10
C3 0.36 -0.51 0.30  0.36
C4 -2.19 0.00 -0.63  -0.17
C5 0.87 1.91 -0.02  -1.26
N1 -1.88 -1.13 0.12  -0.03
N2 1.72 -0.80 0.32  -0.49
O1 -3.35 0.50 -0.23  -0.33
H1 -0.47 -2.61 0.42  0.24
H2 1.61 1.67 -0.77  0.39
H3 0.43 2.81 -0.47  0.32
H4 1.49 2.29 0.83  0.37
H5 -2.68 -1.49 0.69  0.26
H6 1.93 -1.75 0.69  0.21
H7 2.40 -0.02 0.45  0.21
H8 -3.71 0.05 0.54  0.23

Values from the calculation:
E_HOMO (alpha / beta) ... -7.4 / -7.4 eV
HOMO-LUMO gap (alpha / beta) ... 7.26 / 7.26 eV
2S+1 ... 1

=====

#one (61.8 kJ/mol below the next structure)